Molecular formula: C27H24BrN6NiO6S
Method: DFT, wB97M-V/def2-TZVPD

Geometry as XYZ:
```
66
Properties=species:S:1:pos:R:3
Ni 0.3247 -0.9868 -1.7753
C 2.2915 3.4443 -1.4791
C 3.3376 2.4140 -1.6320
N 4.6139 2.5460 -1.4666
N 5.1273 1.3020 -1.6541
C 4.1695 0.3773 -1.9357
S 4.4413 -1.2182 -2.2173
N 3.0090 1.1142 -1.9466
N 1.6923 0.6864 -2.0373
H 2.7405 4.3992 -1.2229
H 1.6208 3.1197 -0.6812
H 1.6992 3.5331 -2.3911
H 6.1079 1.1113 -1.5354
H 1.2097 1.1788 -2.8084
H 1.2340 1.0138 -1.1359
Br -2.6677 -1.2212 -4.3568
C -2.2672 -2.3893 -2.9092
C -3.3021 -3.1114 -2.3460
C -2.9849 -4.0152 -1.3443
C -1.6521 -4.2011 -1.0162
C -0.6941 -3.4135 -1.6341
N -1.0024 -2.4815 -2.5495
C 0.8173 -3.6019 -1.3531
O 1.1685 -4.6906 -0.9230
O 1.5268 -2.6020 -1.6386
H -4.3155 -2.9417 -2.6773
H -3.7699 -4.5654 -0.8437
H -1.3221 -4.9306 -0.2926
C 1.7627 -1.0888 6.5273
C 1.4933 -0.7873 5.0810
C 1.9209 -1.6371 4.0760
C 1.6755 -1.3682 2.7331
C 2.1539 -2.3498 1.7113
C 0.9834 -0.1988 2.4032
C 0.5510 0.6774 3.4019
C -0.1814 1.9417 3.0675
C 0.8071 0.3661 4.7274
C 0.7328 0.1238 0.9429
O 0.9972 1.2666 0.5206
O 0.2951 -0.8251 0.2553
H 2.2553 -2.0519 6.6413
H 0.8352 -1.1038 7.0999
H 2.4017 -0.3191 6.9606
H 2.4531 -2.5424 4.3368
H 2.9168 -2.9995 2.1351
H 2.5558 -1.8722 0.8216
H 1.3298 -2.9752 1.3719
H 0.4934 2.6333 2.5657
H -0.5704 2.4123 3.9696
H -1.0027 1.7388 2.3835
H 0.4622 1.0352 5.5047
O -0.4122 2.2203 -3.3510
C -1.2828 1.6647 -2.6930
N -1.1389 0.4968 -2.0193
C -2.2537 0.2154 -1.2837
O -2.4156 -0.7834 -0.6056
C -3.2443 1.3089 -1.5077
C -4.5059 1.5150 -0.9970
C -5.2061 2.6266 -1.4538
C -4.6570 3.4699 -2.4078
C -3.3817 3.2525 -2.9234
C -2.6740 2.1730 -2.4408
H -4.9176 0.8377 -0.2630
H -6.1908 2.8343 -1.0576
H -5.2296 4.3204 -2.7502
H -2.9626 3.9000 -3.6787
```

Computed properties:
ΔE to the lowest compared entry with this formula, charge and spin: 6.5 kcal per mole
Net charge: -1
DFT total energy: -6303.958916 hartree
Orbital gap (spin up / spin down): 7.02 / 7.03 eV
HOMO (spin up / spin down): -5.03 / -5.03 eV